A cluster of 2 separate species, C24H33Cl2I2N2O6S in total in a non-equilibrium geometry. Source: OMol25; level of theory: ωB97M-V/def2-TZVPD.

Bonds (Å) are listed after each position.
CARTESIAN COORDINATES (ANGSTROEM)
1 C -1.226 -0.207 -4.183  C2 1.226, H35 1.130
2 C -0.786 -0.042 -3.051  C1 1.226, C3 1.514
3 C -0.311 0.035 -1.615  C2 1.514, N4 1.310, C31 1.580
4 N -0.826 0.577 -0.539  C3 1.310, C5 1.508, C11 1.516
5 C -2.118 1.289 -0.848  N4 1.508, C6 1.609, H36 1.136, H37 1.142
6 C -3.358 0.285 -1.056  C5 1.609, C7 1.625, H38 1.127, H39 1.126
7 C -4.450 1.001 -2.024  C6 1.625, C8 1.603, H40 1.126, H41 1.128
8 C -4.811 -0.051 -3.179  C7 1.603, O9 1.218, O10 1.399
9 O -5.425 -1.051 -2.850  C8 1.218
10 O -4.452 0.114 -4.521  C8 1.399, H42 0.996
11 C -0.095 0.470 0.784  N4 1.516, C12 1.589, C16 1.611, C20 1.627
12 C -1.224 -0.129 1.727  C11 1.589, C13 1.581, H43 1.136, H44 1.142
13 C -1.602 -1.658 1.594  C12 1.581, O14 1.221, I15 2.150
14 O -1.965 -2.200 2.626  C13 1.221
15 I -1.647 -2.911 -0.154  C13 2.150
16 C 0.297 1.932 1.337  C11 1.611, I17 2.214, C18 1.594, H45 1.140
17 I 0.714 3.374 -0.291  C16 2.214
18 C -0.789 2.658 2.250  C16 1.594, C19 1.623, H46 1.125, H47 1.144
19 C -0.525 2.471 3.840  C18 1.623, H48 1.139, H49 1.142, H50 1.126
20 C 1.223 -0.428 0.464  C11 1.627, C21 1.602, O27 1.425, C31 1.623
21 C 2.662 0.276 0.439  C20 1.602, C22 1.591, H51 1.145, H52 1.144
22 C 3.860 -0.646 -0.058  C21 1.591, C23 1.587, H53 1.145, H54 1.128
23 C 4.640 -1.447 1.068  C22 1.587, C24 1.601, H55 1.144, H56 1.127
24 C 5.818 -2.246 0.336  C23 1.601, O25 1.211, O26 1.431
25 O 6.975 -1.890 0.331  C24 1.211
26 O 5.509 -3.462 -0.352  C24 1.431, H57 0.985
27 O 1.469 -1.597 1.240  C20 1.425, C28 1.442
28 C 1.663 -1.341 2.645  O27 1.442, C29 1.616, H58 1.133, H59 1.144
29 C 1.005 -2.588 3.435  C28 1.616, C30 1.593, H60 1.141, H61 1.141
30 C 2.062 -3.352 4.350  C29 1.593, H62 1.143, H63 1.135, H64 1.140
31 C 1.021 -0.665 -1.129  C3 1.580, C20 1.623, N32 1.498, H65 1.147
32 N 1.247 -2.042 -1.674  C31 1.498, C33 1.254
33 C 1.813 -2.021 -2.793  N32 1.254, S34 1.621
34 S 2.373 -1.894 -4.308  C33 1.621
35 H -1.699 -0.551 -5.150  C1 1.130
36 H -2.437 1.993 -0.016  C5 1.136
37 H -2.022 1.961 -1.767  C5 1.142
38 H -3.808 0.110 -0.038  C6 1.127
39 H -3.042 -0.648 -1.602  C6 1.126
40 H -5.333 1.247 -1.370  C7 1.126
41 H -4.026 1.953 -2.456  C7 1.128
42 H -3.902 0.943 -4.580  O10 0.996
43 H -2.215 0.427 1.704  C12 1.136
44 H -0.853 -0.004 2.800  C12 1.142
45 H 1.242 1.919 1.977  C16 1.140
46 H -1.866 2.498 1.969  C18 1.125
47 H -0.615 3.778 2.100  C18 1.144
48 H -1.537 2.338 4.346  C19 1.139
49 H 0.082 1.518 4.006  C19 1.142
50 H -0.044 3.377 4.306  C19 1.126
51 H 2.984 0.704 1.451  C21 1.145
52 H 2.688 1.187 -0.253  C21 1.144
53 H 4.630 0.064 -0.519  C22 1.145
54 H 3.605 -1.382 -0.874  C22 1.128
55 H 3.962 -2.268 1.486  C23 1.144
56 H 5.008 -0.820 1.929  C23 1.127
57 H 5.187 -4.125 0.301  O26 0.985
58 H 2.743 -1.325 2.991  C28 1.133
59 H 1.228 -0.346 3.004  C28 1.144
60 H 0.628 -3.339 2.662  C29 1.141
61 H 0.160 -2.246 4.121  C29 1.141
62 H 3.052 -3.414 3.781  C30 1.143
63 H 2.186 -2.771 5.317  C30 1.135
64 H 1.682 -4.398 4.596  C30 1.140
65 H 1.807 -0.071 -1.717  C31 1.147
66 C -3.687 4.198 -5.813  Cl67 1.775, Cl68 1.763, H69 1.088, H70 1.088
67 Cl -3.322 2.880 -4.682  C66 1.775
68 Cl -3.468 5.770 -5.046  C66 1.763
69 H -3.019 4.124 -6.667  C66 1.088
70 H -4.720 4.104 -6.141  C66 1.088

Properties
**F_max**: 0.071 Eh/bohr
**Electronic energy**: -92755.9482 eV
**E_HOMO**: -12.296 eV
**Total charge**: +1
**Energy relative to the best compared isomer or geometry (same formula, charge and spin)**: 393.44 kJ/mol
**Molecular weight**: 802.32 g mol⁻¹
**Spin multiplicity**: 1